ORCA calculation (the ωB97M-V functional and the def2-TZVPD basis) on a cluster of 2 separate species, C9H14O2 in total.

XYZ file:
```
25
Properties=species:S:1:pos:R:3:lowdin_charge:R:1
H 0.284 -4.527 -0.844 0.07
H -1.777 1.317 -2.821 0.10
H 0.103 0.771 -1.611 0.09
C -1.295 2.038 -0.802 -0.28
H 1.273 -2.114 -0.808 0.08
C 0.977 -2.834 -0.082 -0.23
C -1.609 2.784 0.355 -0.05
H 1.221 0.169 0.609 0.10
H -2.396 3.490 0.282 0.10
H -1.078 3.296 2.320 0.10
H 1.507 -4.896 0.295 0.07
C 0.410 0.898 0.574 -0.01
C 0.004 1.594 1.711 -0.33
C -0.217 1.155 -0.681 -0.04
H -1.032 2.826 -2.684 0.07
H -0.006 -2.673 0.369 0.11
O 2.077 -2.607 0.999 -0.15
C 1.280 -4.237 -0.552 -0.10
H -2.745 2.806 -2.378 0.07
O 0.462 1.286 2.943 0.03
H 2.221 -4.417 -1.067 0.08
C -0.928 2.640 1.513 -0.02
H 1.677 -1.954 1.605 0.05
C -1.813 2.272 -2.189 -0.07
H 1.400 0.914 2.944 0.15
```

Output
SMILES string	Cc1ccc(O)cc1.CCO
net charge	0
energy	-13653.310	eV
spin multiplicity	1
LUMO level	0.602	eV

ORCA calculation (the ωB97M-V functional and the def2-TZVPD basis) on the molecule C9H14OSe.

XYZ file:
```
25
Properties=species:S:1:pos:R:3:lowdin_charge:R:1
C 1.165 2.298 -0.314 -0.03
H 0.232 2.809 -0.534 0.04
C 2.123 -0.097 0.142 0.02
H -0.401 0.552 -1.660 0.14
C -2.620 -0.746 0.137 -0.52
O 0.657 0.791 1.690 -0.10
H -3.665 -0.610 0.146 0.07
H -2.256 -1.194 2.402 0.14
H 1.745 -1.147 -0.051 0.09
C -0.513 -1.191 -0.519 -0.38
H -2.035 -2.510 -1.109 0.14
C -1.847 -1.323 1.327 -0.12
C -0.369 0.308 -0.515 -0.47
H 2.359 -0.215 1.161 0.07
H 2.950 0.221 -0.332 0.04
H -0.170 1.325 2.015 0.12
H 0.204 -1.577 -1.218 0.14
C 0.847 0.827 0.283 -0.58
C -1.900 -1.427 -0.976 -0.21
H 1.728 2.096 -1.292 0.10
Se -2.073 1.132 0.090 1.05
H -2.052 -0.871 -1.876 0.11
H 1.778 2.983 0.337 0.09
C -0.593 -1.618 0.927 -0.06
H 0.168 -2.124 1.524 0.12
```

Output
SMILES string	CC(C)(O)[C@@H]1[Se][C@@H]2C=C[C@H]1C2
net charge	0
energy	-76951.305	eV
spin multiplicity	1
LUMO level	0.648	eV

ORCA calculation (the ωB97M-V functional and the def2-TZVPD basis) on the molecule C9H14S.

XYZ file:
```
24
Properties=species:S:1:pos:R:3:lowdin_charge:R:1
C 0.089 -1.783 0.487 -0.04
H -0.941 -1.290 2.308 0.13
C -0.456 -0.758 1.421 -0.21
C 1.194 -2.361 -1.710 -0.09
H 1.025 -1.770 -2.646 0.08
S -2.168 2.558 -0.304 0.76
H -2.344 -0.483 0.307 0.12
H -0.278 -2.798 0.594 0.10
C 1.531 1.009 -0.365 -0.20
C -1.620 0.098 0.862 -0.19
H -1.196 0.821 -1.001 0.05
C 0.686 -1.370 -0.703 -0.36
C 0.314 1.873 0.143 -0.22
H -2.029 0.471 1.813 0.11
H 0.779 -3.413 -1.575 0.10
H 2.153 0.743 0.558 0.13
H -2.290 3.304 0.885 -0.09
C 0.871 -0.035 -1.226 0.10
H 2.332 -2.403 -1.579 0.10
H 0.430 -0.185 1.729 0.10
C -1.057 1.205 -0.036 -0.73
H 0.505 2.128 1.247 0.14
H 0.325 2.797 -0.337 0.05
H 2.146 1.644 -0.872 0.06
```

Output
net charge	0
energy	-20389.779	eV
spin multiplicity	1
LUMO level (spin up / spin down)	-0.531 / -0.440	eV

ORCA calculation (the ωB97M-V functional and the def2-TZVPD basis) on a cluster of 2 separate species, C9H14Si in total.

XYZ file:
```
24
Properties=species:S:1:pos:R:3:lowdin_charge:R:1
H -0.493 2.189 1.865 0.05
C 3.784 0.406 -0.715 -0.11
H -1.696 -1.924 -1.608 0.05
C -1.529 0.808 -1.128 -0.26
C -1.596 -2.078 -0.536 -0.27
H -1.672 -0.641 2.619 0.03
H -1.775 0.368 -2.074 0.04
C 2.290 0.334 -0.429 -0.29
C -1.514 2.139 -1.155 -0.06
H 4.372 -0.455 -0.507 0.06
H 4.140 1.256 -0.161 0.06
H 1.567 -1.712 -0.213 -0.03
C -0.972 1.335 2.342 -0.07
H -1.803 2.723 -2.028 0.05
H -1.314 2.806 -0.352 0.02
C 1.526 -0.687 -0.154 -0.03
H -1.892 -4.067 -0.369 0.07
H -1.608 -3.059 1.204 0.01
C -1.849 -3.141 0.217 -0.05
C -1.351 0.117 1.952 -0.25
H 3.914 0.637 -1.722 0.04
H -1.181 1.790 3.344 0.07
H 1.764 1.309 -0.591 0.09
Si -1.113 -0.451 0.199 0.76
```

Output
net charge	0
energy	-17431.867	eV
spin multiplicity	1
LUMO level	0.232	eV

ORCA calculation (the ωB97M-V functional and the def2-TZVPD basis) on a cluster of 2 separate species, C9H14Si in total.

XYZ file:
```
24
Properties=species:S:1:pos:R:3:lowdin_charge:R:1
H 2.897 -0.650 0.984 0.10
C 0.858 -0.376 -0.590 -0.15
C 0.934 0.205 0.750 -0.25
H -1.391 1.028 2.862 0.04
H -3.485 -1.057 1.000 -0.19
H 3.032 1.031 1.067 0.11
Si -2.978 0.158 0.500 0.81
C 2.029 -0.810 -1.490 -0.03
H -5.242 0.190 -1.984 0.04
H -0.580 -1.318 -2.797 0.05
C -1.167 -0.652 -2.264 -0.04
H 2.810 -0.109 -1.663 0.07
H 1.596 -0.999 -2.452 0.06
C -0.449 1.322 2.459 -0.05
H 0.472 1.010 3.088 0.11
H -1.461 0.197 -2.801 0.06
C 2.270 0.250 1.321 -0.05
C -1.194 0.317 0.187 -0.37
H -0.611 2.411 2.417 0.09
H 2.486 -1.670 -1.012 0.07
H 2.026 0.125 2.361 0.06
C -0.493 -0.258 -0.953 -0.23
H -2.121 -1.047 -2.132 0.03
C -0.237 0.702 1.143 -0.34
```

Output
net charge	0
energy	-17429.710	eV
⟨S²⟩	2.1094
spin multiplicity	3
LUMO level (spin up / spin down)	-0.841 / -1.362	eV

ORCA calculation (the ωB97M-V functional and the def2-TZVPD basis) on a structure of composition C9H15AuCeCl2O6P.

XYZ file:
```
35
Properties=species:S:1:pos:R:3:lowdin_charge:R:1
C -1.298 1.750 0.299 -0.20
H -0.725 -4.570 1.511 0.12
H 1.716 -0.337 3.354 0.22
O 3.017 2.464 -0.239 0.25
H -1.181 2.006 -0.763 0.08
P 0.658 -0.077 0.551 0.67
H -0.675 -2.552 -0.102 0.13
H -3.061 2.873 0.683 0.12
O -0.886 0.336 0.512 -0.23
H -0.655 2.411 0.897 0.13
H -0.809 -0.049 3.209 0.13
C 2.681 1.449 -0.681 -0.14
H -0.180 0.666 4.689 0.15
H -3.378 1.220 0.118 0.11
Ce -0.712 0.405 -5.337 0.93
Cl -1.280 2.279 -3.617 0.07
H 0.874 -4.238 0.827 0.10
O 1.772 -1.745 -6.925 0.26
C -2.730 1.834 0.752 -0.02
Cl 0.405 -1.150 -3.269 0.11
O 2.239 1.716 -6.862 0.27
H -0.578 1.727 3.334 0.15
C -0.431 -2.529 0.975 -0.19
H 0.498 -3.754 2.507 0.10
C -0.165 0.748 3.599 0.06
O 1.352 0.834 1.657 -0.18
H -1.304 -2.200 1.559 0.14
H 1.872 1.433 3.522 0.19
C 1.251 0.629 3.119 -0.05
O 0.670 -1.541 1.192 -0.23
C 0.889 -1.152 -6.453 -0.07
H -2.838 1.502 1.791 0.10
C 1.244 1.403 -6.349 -0.04
Au 1.652 0.057 -1.553 0.78
C 0.095 -3.847 1.491 -0.03
```

Output
net charge	+4
energy	-72769.084	eV
⟨S²⟩	3.7598
spin multiplicity	4
LUMO level (spin up / spin down)	-14.548 / -19.340	eV

ORCA calculation (the ωB97M-V functional and the def2-TZVPD basis) on a cluster of 2 separate species, C9H15BNO in total.

XYZ file:
```
27
Properties=species:S:1:pos:R:3:lowdin_charge:R:1
C -4.201 -0.516 -1.193 -0.17
H -0.231 2.829 1.581 0.07
B -1.011 -1.588 1.065 0.10
H -3.975 0.481 -1.565 0.08
C 1.974 -1.554 -0.676 0.03
C 3.178 0.822 0.345 -0.02
H -1.109 -2.496 1.789 0.09
C 1.798 0.492 0.806 -0.21
C 3.802 0.105 -0.591 -0.05
H 3.698 -1.642 -1.805 0.11
H -4.086 -1.268 -1.953 0.07
H 0.317 1.245 -0.598 0.13
C 3.260 -1.166 -0.962 -0.01
N -0.394 1.904 1.237 0.02
H -5.344 -0.682 -1.170 0.13
H 1.440 -2.364 -1.229 0.15
C -3.653 -0.683 0.131 -0.05
C 0.744 1.555 0.366 -0.20
H 3.310 1.890 0.504 0.12
C 1.267 -0.828 0.280 -0.19
H -3.429 0.216 0.740 0.06
H 1.699 0.578 1.868 0.15
H -3.928 -1.438 0.874 0.05
H 1.436 2.553 0.156 0.17
H 4.583 0.592 -1.230 0.14
O 0.044 -1.136 0.578 0.17
H -1.187 2.098 0.654 0.06
```

Output
net charge	+1
energy	-13777.498	eV
spin multiplicity	1
LUMO level (spin up / spin down)	-5.482 / -4.823	eV

ORCA calculation (the ωB97M-V functional and the def2-TZVPD basis) on a cluster of 5 separate species, C9H15Cl16NO4SSi in total.

XYZ file:
```
47
Properties=species:S:1:pos:R:3:lowdin_charge:R:1
S -1.447 3.324 -1.476 0.94
H 2.562 -1.547 1.891 -0.01
H 3.109 -1.622 -1.941 0.04
C 3.446 -0.821 -1.237 -0.16
O 1.433 1.335 -0.435 -0.24
C -2.022 5.785 2.540 -2.01
Cl -1.363 -6.822 -1.864 0.53
Cl -2.104 4.565 3.824 0.52
Cl 1.479 -4.019 3.431 0.52
H 0.806 1.169 -2.388 0.12
Cl -1.360 -3.981 -2.419 0.54
H 3.436 0.062 1.722 0.04
H -2.156 0.727 0.553 0.04
Cl -3.623 6.514 2.316 0.52
H 0.723 -2.197 -1.402 -0.01
O -2.106 2.598 -0.076 -0.53
Cl -0.859 7.045 2.997 0.52
Cl -1.505 5.015 1.031 0.61
C -5.410 0.921 -0.504 -2.02
Cl 1.466 -6.577 2.077 0.50
Cl -6.844 -0.021 -0.951 0.52
C 1.528 1.775 -1.787 -0.25
H 2.009 3.888 -1.756 0.13
O -1.467 2.263 -2.523 -0.44
O 0.112 3.710 -1.014 -0.39
H 0.820 3.499 -3.019 0.13
H 0.483 -2.309 0.350 0.02
Cl -4.904 0.479 1.139 0.53
C 2.495 -5.279 2.708 -2.03
Cl -1.679 -4.924 0.300 0.52
Cl -5.799 2.649 -0.555 0.53
Cl -4.096 0.578 -1.640 0.57
Si 1.939 -0.284 -0.204 0.49
Cl 0.878 -5.192 -1.029 0.50
C -0.881 -5.229 -1.253 -2.02
Cl 3.450 -4.578 1.386 0.51
H -0.745 1.476 0.839 0.09
N -1.490 1.380 0.145 -0.03
H 1.691 0.005 2.302 0.03
H 3.925 -0.018 -1.838 0.02
H 4.255 -1.236 -0.585 0.04
H -0.454 -1.113 -0.593 0.03
H 2.568 1.704 -2.188 0.11
Cl 3.587 -5.937 3.938 0.53
C 0.559 -1.572 -0.490 -0.19
C 1.098 3.275 -1.962 -0.21
C 2.455 -0.466 1.638 -0.17
```

Output
net charge	0
energy	-238325.282	eV
spin multiplicity	1
LUMO level	0.019	eV

ORCA calculation (the ωB97M-V functional and the def2-TZVPD basis) on a cluster of 8 separate species, C9H15Cl21N2OPS in total.

XYZ file:
```
50
Properties=species:S:1:pos:R:3:lowdin_charge:R:1
S 2.257 2.373 -0.349 0.88
H -7.603 -0.681 -2.826 -0.01
H 0.721 0.439 0.767 0.04
Cl -11.009 4.730 -4.507 0.53
Cl 9.123 -1.791 2.851 0.56
Cl -9.614 -1.315 -3.823 0.53
C 8.458 -1.639 6.740 -1.58
C -8.647 -0.545 -2.573 -1.56
Cl -12.497 -1.127 -5.498 0.48
Cl 13.816 -0.322 7.749 0.52
Cl -5.575 -0.178 -0.476 0.57
H -3.728 0.369 0.839 0.02
Cl -2.790 -0.837 -0.944 0.53
Cl 9.911 -2.429 7.355 0.55
H 1.600 -0.039 -2.886 0.08
O 1.440 -0.065 -1.927 -0.31
H 2.165 3.523 -1.031 -0.03
H 3.626 0.251 0.723 0.10
H -10.521 2.449 -4.396 -0.06
C -11.221 3.041 -4.970 -1.57
Cl -13.695 0.194 -7.787 0.52
Cl 14.119 -2.858 9.137 0.53
Cl -8.953 1.193 -2.492 0.55
H -0.564 -0.165 -0.079 -0.02
Cl -3.629 1.943 -0.887 0.53
Cl 7.110 -1.844 7.854 0.54
C -13.799 -1.181 -6.690 -1.55
Cl -8.927 -1.295 -1.000 0.53
Cl 14.739 -2.669 6.303 0.52
C 4.235 0.501 -0.151 -0.31
H 4.559 2.492 -0.919 0.10
Cl 6.372 -1.239 3.590 0.53
N 0.016 0.663 0.072 -0.22
H 5.772 0.122 -1.211 0.08
P 0.586 1.208 -1.402 0.73
Cl 8.761 0.066 6.415 0.52
N 5.255 -0.189 -0.386 0.14
H 12.692 -2.327 7.370 -0.05
Cl -12.841 2.472 -4.593 0.52
C -3.922 0.338 -0.225 -1.53
Cl -15.370 -1.241 -5.896 0.53
Cl -10.847 2.801 -6.677 0.52
Cl 7.832 0.636 1.922 0.51
C 7.608 -1.065 2.339 -1.55
C 13.715 -2.076 7.611 -1.58
H -13.681 -2.085 -7.272 0.01
H 7.258 -1.580 1.454 0.00
H 8.195 -2.113 5.803 -0.04
H 3.681 1.395 -2.032 0.09
C 3.811 1.698 -0.991 -0.42
```

Output
net charge	+1
energy	-297691.525	eV
spin multiplicity	1
LUMO level	-4.181	eV